(1)
ORCA calculation (ωB97M-V/def2-TZVPD) on 9 unconnected molecules or ions with the total composition C39H61Cl3N4O27S.

Calculated values
Maximum force   5.80 eV/Å
SMILES   [H]/N=C(\N)NCCCC[C@H](O[C@@](N)(O)[C@@H](S)OC[C@@H](Cl)CC)/C(Cl)=C(\C)Cl.O=C1OCCO1.O=C1OCCO1.O=C1OCCO1.O=C1OCCO1.O=C1OCCO1.O=C1OCCO1.O=C1OCCO1.O=C1OCCO1

```
! wB97M-V def2-TZVPD RIJCOSX def2/J DEFGRID3
* xyz 0 1
C 2.44259 -0.61736 -0.77940
C 2.86787 -2.11389 -0.26195
C 2.48016 -2.20767 1.33409
Cl 3.71097 -3.43468 2.07954
C 0.99584 -2.83060 1.64465
O -0.08973 -2.26203 0.78762
C -1.09272 -3.33594 0.74043
S -0.79687 -4.64246 -0.57432
C -2.65036 -2.81633 0.57376
N -2.95825 -1.51255 1.27050
O -3.48311 -3.85222 1.27306
O -3.02686 -2.89229 -0.83996
C -3.04917 -1.59051 -1.51103
C -2.69607 -1.90436 -3.11626
C -1.03109 -2.03827 -3.15924
C -0.33673 -1.15127 -4.35295
C 0.41676 0.22477 -3.82528
N -0.49922 0.95368 -2.86776
C 0.25046 1.75899 -1.82867
N -0.08897 1.50027 -0.49453
N 1.31341 2.79612 -2.12841
C -4.59394 -1.04741 -1.49386
Cl -5.88673 -2.19021 -0.71998
C -5.09280 0.25060 -2.02125
C -4.07241 1.30211 -2.75725
Cl -6.91944 0.63243 -1.82451
H 1.38843 -0.73684 -1.31866
H 2.24672 0.03338 0.19353
H 3.23802 -0.08631 -1.46238
H 4.05726 -2.18145 -0.32274
H 2.44363 -2.99379 -0.90661
H 2.64073 -1.21600 1.93781
H 1.09954 -4.01197 1.51268
H 0.70297 -2.65715 2.78215
H -1.05935 -3.90536 1.78824
H -1.13690 -5.86511 0.08977
H -2.22173 -0.77504 1.08893
H -2.95197 -1.72529 2.29881
H -4.07537 -4.24690 0.55682
H -2.23955 -0.82284 -1.16540
H -3.07256 -1.06547 -3.83933
H -3.13834 -2.97733 -3.38823
H -0.76865 -3.18646 -3.34864
H -0.52236 -1.75863 -2.14287
H 0.53544 -1.83169 -4.80084
H -1.09573 -0.94611 -5.24362
H 0.51798 0.91746 -4.79078
H 1.50881 0.05445 -3.43772
H -1.13790 1.62745 -3.34485
H 0.47580 2.09852 0.14792
H 1.91507 2.91728 -1.28440
H 0.79244 3.68897 -2.29614
H -4.59826 2.36330 -2.77627
H -4.01205 0.96010 -3.89813
H -3.03414 1.29427 -2.21823
C -1.63639 -1.46454 6.11548
C -0.90932 -2.45077 6.97088
O -0.71182 -3.55085 6.10316
C -0.75633 -3.06398 4.82855
O -0.45674 -3.70550 3.83539
O -1.17866 -1.76598 4.81065
H -1.40017 -0.43015 6.37983
H -2.72225 -1.60170 6.14962
H 0.06721 -2.07952 7.29930
H -1.48995 -2.74820 7.84840
C 5.81736 -1.08209 3.96928
C 6.41432 -1.37839 5.30675
O 6.78347 -0.10029 5.78873
C 5.99709 0.80977 5.14292
O 5.92858 1.99174 5.43607
O 5.29711 0.22453 4.12754
H 5.02393 -1.78554 3.70232
H 6.56619 -1.07002 3.17041
H 5.69056 -1.82190 5.99868
H 7.28695 -2.03361 5.23702
C 9.04149 -0.00160 0.57123
C 8.95340 -0.48529 -0.83990
O 8.02342 -1.54884 -0.76192
C 7.25657 -1.32517 0.34514
O 6.24779 -1.95222 0.62236
O 7.76518 -0.30813 1.10041
H 9.23856 1.07223 0.63183
H 9.80183 -0.53639 1.14999
H 8.56129 0.27833 -1.51992
H 9.91603 -0.83873 -1.21949
C -2.23410 -6.79698 -3.22823
C -2.44025 -7.01959 -4.69142
O -1.18856 -6.67294 -5.25287
C -0.25655 -6.82034 -4.26632
O 0.94899 -6.76945 -4.44456
O -0.84943 -7.03300 -3.05522
H -2.82399 -7.48400 -2.61531
H -2.45782 -5.76853 -2.92602
H -2.65657 -8.06660 -4.92865
H -3.23616 -6.39084 -5.09991
C -3.13312 6.53327 -3.01084
C -4.46777 5.90518 -3.25003
O -4.16178 4.79260 -4.06895
C -2.85388 4.47718 -3.83752
O -2.30598 3.46748 -4.24738
O -2.23990 5.43815 -3.08716
H -3.07008 7.01746 -2.03246
H -2.86807 7.26023 -3.78566
H -4.93288 5.54674 -2.32564
H -5.16098 6.58153 -3.75763
C -6.13639 10.93785 -1.37326
C -5.40932 9.95162 -0.51786
O -5.21182 8.85153 -1.38558
C -5.25633 9.33841 -2.66018
O -4.95674 8.69689 -3.65335
O -5.67866 10.63641 -2.67809
H -5.90017 11.97223 -1.10890
H -7.22225 10.80068 -1.33912
H -4.43279 10.32287 -0.18944
H -5.98995 9.65418 0.35967
C 8.42907 -5.96041 2.90302
C 7.02805 -5.64853 3.31878
O 7.12824 -4.33809 3.84300
C 8.23121 -3.76716 3.27630
O 8.52187 -2.58649 3.37237
O 8.96540 -4.68925 2.58768
H 8.46785 -6.62378 2.03464
H 9.01784 -6.40109 3.71433
H 6.33311 -5.63879 2.47245
H 6.65484 -6.34225 4.07715
C -5.37093 4.98359 1.04302
C -6.77195 5.29547 1.45878
O -6.67176 6.60591 1.98300
C -5.56879 7.17684 1.41630
O -5.27813 8.35751 1.51237
O -4.83460 6.25475 0.72768
H -5.33215 4.32022 0.17464
H -4.78216 4.54291 1.85433
H -7.46689 5.30521 0.61245
H -7.14516 4.60175 2.21715
*
```


(2)
ORCA calculation (ωB97M-V/def2-TZVPD) on 2 unconnected molecules or ions with the total composition C4H10NPS.

Calculated values
Relative energy (zero: lowest compared OMol25 entry of this formula, charge and spin)   84.2 kJ/mol
Maximum force   3.11 eV/Å
SMILES   CC(C)=N.CP=S

```
! wB97M-V def2-TZVPD RIJCOSX def2/J DEFGRID3
* xyz 0 1
C -1.00375 -0.53402 -1.77863
C -0.90696 0.53384 -2.78772
C -1.79953 -1.77014 -2.05371
C 0.97270 1.23381 2.23309
N -0.54893 -0.17785 -0.63120
P 0.37601 1.42180 3.91341
S 2.10584 1.62784 4.81968
H -0.22603 1.38589 -2.49922
H -1.89455 0.87553 -3.02731
H -0.46845 0.18357 -3.77695
H -2.64968 -1.77993 -1.40440
H -1.25181 -2.63493 -1.79861
H -2.20746 -1.80024 -3.10814
H 1.98917 1.53085 2.29487
H 0.92482 0.10859 1.92637
H 0.47144 1.88509 1.43599
H -0.71576 -0.88889 0.05414
*
```


(3)
ORCA calculation (ωB97M-V/def2-TZVPD) on 3 unconnected molecules or ions with the total composition C18H13F5NO4S2.

Calculated values
Relative energy (zero: lowest compared OMol25 entry of this formula, charge and spin)   527.8 kJ/mol
Maximum force   4.75 eV/Å

```
! wB97M-V def2-TZVPD RIJCOSX def2/J DEFGRID3
* xyz -1 1
C -0.76419 3.70112 3.03924
C -1.19271 2.63274 2.09912
C -2.36289 1.89689 2.34044
C -2.61911 0.76992 1.58915
C -1.79727 0.46280 0.49375
C -2.08475 -0.57118 -0.45274
S -0.28434 -1.43371 -0.96587
C -0.22824 -0.96295 -2.79654
F 0.94893 -1.31955 -3.31827
F -1.23657 -1.56226 -3.45528
F -0.37842 0.38436 -2.90465
O 0.69743 -0.62808 -0.25201
O -0.15417 -2.87029 -0.92414
C -0.85507 1.40212 0.07829
C -0.43176 2.38214 0.95806
H 0.30667 3.62987 3.21839
H -0.97484 4.66207 2.57091
H -1.32563 3.59448 3.96063
H -3.04843 2.18324 3.14301
H -3.45250 0.09828 1.81730
H -4.33095 -0.35499 -0.23276
H -0.47023 1.38561 -0.93134
H 0.50173 2.92586 0.72895
F -3.56996 -3.67253 -0.47089
C -4.29074 -2.56051 -0.29529
F -4.62482 -2.35938 0.99295
S -3.42802 -0.24478 -1.23804
N -1.63201 -4.27419 1.11557
C -0.89123 -5.30815 1.57075
O -0.81962 -6.45086 1.13024
C -0.17045 -4.76648 2.78967
C -0.40272 -3.42125 2.93402
C 0.11749 -2.78537 4.09008
C 0.82803 -3.58461 5.01768
C 1.03217 -4.96136 4.82146
C 0.50837 -5.56716 3.68086
C -1.35100 -3.10549 1.78189
O -1.81928 -1.99774 1.47040
H -5.09746 -2.50331 -1.04733
H -0.01767 -1.71543 4.27527
H 1.24472 -3.16200 5.92647
H 1.59038 -5.57773 5.52313
H 0.59563 -6.62316 3.43049
*
```


These records have HOMO-LUMO gap values of 8.64, 7.58, 5.22 eV, in the order they appear.